Density functional theory data (wB97M-V/def2-TZVPD) for C19H12N3O4Pt as an isolated structure.

Geometry (Å):
Pt 0.044 0.320 0.020
O -1.802 0.051 4.190
C -1.091 0.244 3.189
O -0.112 -0.375 2.743
C -1.436 1.536 2.401
C -2.203 2.541 2.981
C -2.340 3.758 2.343
C -1.654 3.984 1.157
C -0.923 2.947 0.621
N -0.890 1.732 1.195
C 0.034 3.143 -0.538
O 0.071 4.219 -1.113
O 0.805 2.133 -0.761
H -2.647 2.319 3.941
H -2.936 4.546 2.788
H -1.640 4.935 0.645
C 4.889 -0.803 -2.554
C 4.151 -1.960 -2.769
C 2.854 -2.065 -2.305
C 2.274 -0.997 -1.612
C 3.009 0.168 -1.400
C 4.310 0.255 -1.871
N 0.956 -1.081 -1.113
N 0.333 -2.166 -1.364
C -0.870 -2.234 -0.723
C -1.695 -3.355 -0.894
C -2.890 -3.412 -0.217
C -3.260 -2.360 0.627
C -2.446 -1.252 0.796
C -1.228 -1.161 0.125
H 5.905 -0.728 -2.921
H 4.594 -2.793 -3.302
H 2.278 -2.964 -2.462
H 2.558 1.011 -0.899
H 4.869 1.167 -1.705
H -1.370 -4.152 -1.551
H -3.542 -4.270 -0.328
H -4.196 -2.415 1.169
H -2.763 -0.468 1.469

HOMO energy	-4.9	eV
F_max	1.19	eV/Å
molar mass	541.400	g/mol
total charge	-1
E_LUMO	1.61	eV

Mulliken population analysis, charges in e, atoms 1 to 4: atom 1 (Pt): 0.41, atom 2 (O): -0.78, atom 3 (C): 0.31, atom 4 (O): -0.63